Record 1
Molecular formula: C18H27AsN3O9P2Pd
Method: DFT, the ωB97M-V functional and the def2-TZVPD basis

Structure (XYZ):
```
61
Properties=species:S:1:pos:R:3:forces:R:3
Pd -0.3618 -0.4944 -0.4095 0.02 -0.13 -0.04
As -3.6544 -0.7117 0.4046 0.24 -0.11 -0.03
P -0.5080 2.6567 -0.5341 0.06 0.15 0.01
P 0.7303 0.7877 -2.5616 0.02 0.06 0.07
O -0.4785 -0.0324 -2.8678 -0.03 0.06 0.05
O -0.3685 -5.7687 -5.8833 -0.01 -0.01 0.03
O 0.6161 2.8650 0.4096 -0.02 0.02 -0.01
O -2.1809 -1.4935 0.2269 -0.15 0.09 0.02
O 1.5471 0.3492 -1.3699 -0.05 0.00 -0.06
O -1.4496 1.4851 -0.4005 -0.01 -0.13 0.07
O 1.6764 1.0664 -3.8342 -0.03 -0.04 -0.03
O -1.3826 4.0003 -0.6233 0.00 -0.02 -0.01
O 1.0861 -7.0598 -4.8333 -0.01 -0.04 0.02
N 0.5590 -0.6629 1.5693 -0.02 0.06 0.08
N 1.6457 3.2303 -1.9980 0.01 0.02 -0.03
N 0.5296 -2.5157 -0.3892 -0.04 -0.11 -0.11
C 1.5682 -4.2772 -1.7399 0.04 -0.05 -0.04
C 0.9925 -2.8654 0.7376 0.00 0.13 0.09
C 1.7379 -1.1885 4.0092 0.01 -0.05 -0.02
C 0.4127 -6.0723 -4.8256 0.06 0.04 -0.06
C -4.9367 -2.0299 0.9177 -0.04 -0.07 0.01
C 0.6577 0.2961 2.4798 -0.01 0.02 -0.01
C 0.5069 -3.4149 -1.4880 0.02 0.12 0.12
C -3.6362 0.6222 1.7808 0.05 -0.01 0.04
C -0.6449 -4.2339 -3.4158 0.01 0.00 0.02
C 0.3037 2.5510 -2.2165 0.06 -0.06 0.01
C 1.6511 -2.1849 3.0427 0.01 0.06 0.07
C 0.4051 -5.1104 -3.6725 -0.02 -0.02 0.01
C -0.5946 -3.3776 -2.3293 -0.04 -0.02 -0.07
C 1.2434 0.0682 3.7212 -0.01 0.03 -0.01
C -0.4548 3.2099 -3.3542 -0.01 0.01 -0.01
C 1.5085 -5.1309 -2.8259 -0.02 0.02 0.02
C -4.2354 0.0621 -1.2401 -0.03 0.02 -0.06
C 1.0605 -1.8786 1.8329 -0.01 -0.13 -0.12
H -4.9541 -2.8105 0.1599 -0.01 -0.01 0.01
H -4.6342 -2.4584 1.8711 -0.01 -0.01 0.00
H -5.1721 0.5972 -1.0889 0.00 0.00 -0.02
H 1.3089 0.8748 4.4373 0.00 0.01 -0.01
H -4.3762 -0.7391 -1.9635 -0.01 0.02 -0.01
H -2.2897 3.8493 -0.9124 -0.01 0.00 0.01
H -0.6647 4.2587 -3.1399 0.00 0.00 0.00
H 0.0929 3.1319 -4.2941 0.00 0.00 0.00
H -3.4279 1.5936 1.3449 0.03 0.04 -0.02
H 2.0432 -3.1771 3.2201 0.00 0.00 0.00
H 1.5413 4.2453 -1.9660 0.00 0.00 -0.01
H -1.4040 2.6903 -3.4863 0.00 0.00 0.00
H -5.9231 -1.5778 1.0098 -0.01 -0.01 0.00
H 2.3153 -5.8185 -3.0393 0.00 0.00 -0.01
H -1.4022 -2.6895 -2.1184 0.01 0.00 0.01
H 1.9670 2.9251 -1.0629 -0.03 0.01 0.03
H 1.8929 0.2803 -4.3508 0.01 0.00 0.00
H 1.3553 -3.8752 0.9256 0.01 0.00 0.01
H -3.4532 0.7363 -1.5800 0.02 0.01 -0.01
H -0.7514 -4.8896 -5.7873 -0.01 0.01 -0.01
H 2.3163 2.9750 -2.7263 -0.01 0.00 0.00
H 2.1970 -1.3948 4.9665 0.00 0.00 0.00
H -1.5300 -4.2226 -4.0407 0.00 0.00 -0.01
H -2.8379 0.3630 2.4746 -0.03 0.00 0.02
H 0.2835 1.2712 2.1902 0.01 -0.01 0.01
H -4.5935 0.6258 2.2995 0.01 0.02 0.00
H 2.4484 -4.2602 -1.1100 0.00 0.00 0.00
```
Forces are in eV/Å.

Energy above the lowest of the compared OMol25 structures with the same formula, charge and spin ... 0.0 kcal per mole
Total charge ... +1
2S+1 ... 3
Maximum force ... 0.00520 Eh/bohr
M ... 672.72 g mol⁻¹
LUMO energy (spin up / spin down) ... -0.1232 / -0.1226 hartree


Record 2
Molecular formula: C8H11ClNO
Method: DFT, the ωB97M-V functional and the def2-TZVPD basis

Structure (XYZ):
```
22
Properties=species:S:1:pos:R:3:forces:R:3
Cl 3.1705 0.5213 -0.0399 0.45 0.80 -0.36
O -0.4366 -2.5751 0.2236 0.96 -3.16 2.33
N -0.6523 -1.3786 -0.0889 -0.62 2.85 -1.63
C -1.5945 1.2243 -0.2502 -1.11 0.72 -1.45
C 1.2642 -0.8376 1.2312 -0.58 1.99 -1.32
C 2.0728 -1.6583 -1.1173 -0.06 2.05 0.96
C 2.0116 -0.7782 -0.0463 1.64 -2.97 -2.43
C -0.1522 -0.3379 0.9040 0.24 -1.54 0.02
C -1.0535 -1.1143 -1.2855 0.06 0.61 -0.58
C -0.3570 1.0913 0.5443 -0.30 0.66 1.88
C -1.4710 0.3111 -1.5037 -1.39 0.12 0.10
H -0.9421 0.8350 -2.2658 0.95 0.22 -0.80
H 0.3851 1.4717 -0.0564 2.19 0.68 -1.57
H -0.2934 1.7810 1.4645 -0.38 -1.15 -0.94
H 2.6041 -1.4702 -2.0594 0.44 0.72 0.79
H -2.4426 0.0671 -2.0117 0.24 1.02 0.62
H -2.4717 0.8453 0.2312 -0.61 0.01 0.91
H 1.1733 -1.7905 1.5945 -0.34 -2.58 0.47
H 1.5055 -2.5454 -1.3136 -0.90 -0.21 1.13
H -0.7481 -0.4690 1.7518 -1.00 -0.66 1.70
H 1.7578 -0.2831 2.0015 0.23 0.81 0.30
H -1.7510 2.3181 -0.4722 -0.11 -0.97 -0.13
```
Forces are in eV/Å.

Energy above the lowest of the compared OMol25 structures with the same formula, charge and spin ... 87.7 kcal per mole
Total charge ... -1
Maximum force ... 0.08118 Eh/bohr
M ... 172.64 g mol⁻¹
LUMO energy ... 0.1207 hartree


Record 3
Molecular formula: C34H39BrCl3F3I2O4
Method: DFT, the ωB97M-V functional and the def2-TZVPD basis

Structure (XYZ):
```
86
Properties=species:S:1:pos:R:3:forces:R:3
I -3.5631 0.1122 -5.9883 0.73 -1.08 0.72
I -1.4479 -4.5782 -5.1354 -0.76 1.08 -0.52
Br -4.9599 2.1084 1.5353 2.13 -0.04 0.42
Cl 0.7543 -1.1933 4.5385 0.38 1.16 0.04
Cl -3.0001 5.7205 2.1675 0.03 -1.86 1.17
Cl -3.8611 2.7241 5.4656 0.10 1.95 -1.39
F 1.6329 -1.6296 -1.7406 -3.67 0.41 -0.83
F 0.5875 3.5545 4.9753 -0.54 0.48 -2.00
F -3.9843 1.6560 -2.2134 -1.26 -1.48 -0.16
O 2.4869 -2.4176 -4.2275 -0.11 0.03 -0.28
O 4.9030 -0.9105 4.6616 -0.05 0.29 -0.04
O 0.8083 -1.4829 1.2238 -2.81 2.80 -1.95
O -4.1298 -0.8855 0.6367 4.07 1.99 -1.21
C -3.0107 1.9061 1.8226 4.19 -0.76 0.34
C -2.1790 2.9672 2.6444 0.54 -1.58 -1.03
C -3.7815 4.1966 4.4035 0.95 1.61 -2.49
C 6.7750 -1.6780 3.3554 0.19 0.26 -0.13
C 0.1534 1.5987 2.2340 -2.84 0.13 -0.72
C 0.1303 4.0029 3.6721 -0.37 0.92 -0.87
C 1.7561 1.4293 2.3887 -0.10 -0.48 -0.25
C -2.4654 -2.8081 -5.8871 -0.54 2.79 0.29
C 0.2155 -1.4540 -1.9725 -3.23 0.48 0.20
C 5.2631 -1.5298 3.4257 0.30 -0.57 0.40
C -4.9911 0.6259 -2.1123 -1.28 0.06 0.94
C 1.3364 4.6589 2.7877 -0.61 -1.52 0.05
C -3.0158 -0.3937 0.3202 -1.15 -0.98 0.24
C -6.3630 1.0312 -2.8956 0.55 -0.59 0.81
C 4.5681 -2.8747 3.3175 -0.37 -0.07 -0.15
C -0.6860 0.5623 1.4283 -1.37 1.97 0.75
C -2.5668 -1.6416 -5.0909 0.67 -2.20 -0.10
C -3.0290 4.1988 3.2068 -0.10 -1.36 1.78
C -0.4714 -1.6647 -3.3894 -0.81 0.83 2.45
C -3.0940 -2.8827 -7.3777 0.21 -0.77 0.73
C 3.5590 -4.4410 -4.9656 -0.16 -0.21 -0.16
C -0.6505 -1.0218 -0.7694 -1.17 -0.36 -2.68
C -4.5878 5.5602 4.7489 -0.27 -0.58 -0.14
C -2.8970 -1.0511 -2.3803 2.78 -0.21 0.13
C 2.2358 1.2276 3.9130 0.54 -0.40 -0.25
C 4.7769 -2.2446 -4.9440 0.08 0.26 -0.16
C -2.0099 -1.4480 -3.6230 1.99 0.27 2.95
C -2.2436 0.7095 1.2157 0.99 1.88 1.28
C -2.2026 -0.8472 -0.9995 1.63 -0.33 -1.74
C -4.4676 -0.8312 -2.5392 0.20 0.01 0.19
C 1.1463 0.5646 4.8858 0.65 1.51 1.17
C -0.6260 2.8295 2.8506 -1.89 -1.75 -1.18
C -0.0456 -0.7334 0.7028 0.87 -1.04 0.54
C 3.4393 -2.9368 -5.1535 0.35 -0.22 0.51
H 4.8070 -3.3712 2.3735 -0.01 0.00 0.07
H -4.8606 -1.0309 -3.5991 1.08 0.13 1.50
H -6.7803 0.0403 -3.3125 0.47 1.72 0.42
H 2.6316 2.2451 4.2971 -1.09 -1.73 -0.17
H 1.2357 5.7900 2.7075 0.28 -1.62 0.33
H -7.1103 1.4314 -2.1094 1.21 -0.51 -1.46
H 0.1558 1.1389 4.9373 1.52 -0.97 -0.36
H 5.1473 -2.4104 -3.9271 -0.03 -0.13 -0.06
H 7.0834 -2.1354 2.4117 0.01 0.00 0.08
H 1.5925 0.6184 5.9517 -0.76 -0.34 -1.76
H 3.1716 0.5382 3.9100 -1.69 1.09 0.01
H -2.6964 -3.7886 -7.9697 -0.62 1.32 1.23
H 7.1455 -2.2951 4.1803 -0.11 -0.08 -0.08
H 7.2611 -0.7028 3.4468 -0.07 -0.06 -0.07
H 0.2478 -1.9847 -4.2307 -1.39 0.65 1.45
H -0.5789 4.8898 3.8911 0.76 -1.88 -0.28
H -5.1382 5.5020 5.7456 0.91 -0.07 -1.35
H 2.3141 4.2932 3.2470 -1.19 0.88 -0.65
H 4.2712 -4.8721 -5.6740 -0.03 0.00 0.07
H 3.8873 -4.6827 -3.9495 0.10 0.10 -0.06
H -3.8964 6.4774 4.7324 -0.84 -1.61 0.15
H 4.9207 -0.8735 2.6202 -0.06 0.09 0.20
H 2.3259 2.3242 1.9271 -1.21 -1.34 0.80
H 2.8058 -2.6034 -3.3336 -0.13 0.11 -0.12
H -5.3722 5.7572 3.9206 1.28 -0.53 1.32
H -5.2979 0.5877 -0.9979 0.88 0.12 -1.81
H 3.0670 -2.7204 -6.1588 -0.13 0.07 0.16
H 4.6737 -1.1635 -5.0706 -0.01 -0.11 -0.06
H 5.5256 -2.6098 -5.6518 -0.02 0.02 0.07
H 1.2412 4.1849 1.7407 0.27 1.03 1.56
H 2.5883 -4.9240 -5.1077 0.07 0.07 -0.06
H -6.1879 1.8064 -3.7144 -0.19 -1.21 1.10
H -4.9870 -1.5909 -1.8455 0.75 1.23 -1.00
H 4.8599 -3.5340 4.1417 0.14 0.05 -0.06
H 3.4839 -2.7476 3.3816 0.09 0.03 -0.08
H 2.1431 0.5100 1.8026 -1.18 1.46 0.84
H 5.2024 -1.4844 5.3794 -0.08 0.08 -0.16
H -2.8494 -1.9610 -8.0072 -0.48 -1.15 1.19
H -4.2316 -3.0136 -7.2095 1.82 0.36 -0.57
```
Forces are in eV/Å.

SMILES ... C/C(Cl)=C(\Cl)c1c(Br)c2c(c(CCCCl)c1[C@H](C)F)C(=O)c1c(F)cc(/C(I)=C(/C)I)c(C[C@H](C)F)c1C2=O.CC(C)O.CC(C)O
Total charge ... 0
Maximum force ... 0.09124 Eh/bohr
M ... 1008.75 g mol⁻¹
LUMO energy ... -0.0476 hartree